64
Properties=species:S:1:pos:R:3:forces:R:3:mulliken_spin:R:1 method="wB97M-V/def2-TZVPD" max_force_ev_per_a=0.46 charge=-1 multiplicity=3 energy_ha=-5268.30281 s2=2.025 e_above_lowest_kcal_mol=1.7 homo_ev="-3.81 / -2.89"
Co 0.168 -0.380 -0.572 -0.22 -0.15 -0.04 1.9886
C -1.991 2.887 1.217 0.01 -0.01 0.00 -0.0022
C -2.416 1.649 2.013 0.09 -0.06 -0.14 -0.0011
C -1.198 0.978 2.657 -0.03 0.01 0.02 0.0165
C -3.261 0.683 1.197 -0.11 -0.01 0.12 -0.0045
C -4.531 0.368 1.666 0.01 -0.03 -0.08 0.0017
C -5.382 -0.494 0.982 0.15 0.03 0.00 -0.0006
C -4.931 -1.033 -0.216 0.07 0.01 -0.02 0.0011
C -3.669 -0.752 -0.733 -0.26 -0.11 0.00 -0.0073
C -3.292 -1.363 -2.074 0.13 0.08 0.05 -0.0016
C -2.888 -0.308 -3.110 0.02 -0.03 -0.02 0.0002
C -2.220 -2.452 -1.965 -0.12 -0.02 -0.03 0.0132
C -2.792 0.107 -0.019 0.15 -0.09 0.10 -0.0067
O -1.602 0.376 -0.473 -0.08 0.31 -0.05 0.0405
H -1.458 3.594 1.864 -0.03 -0.04 -0.03 0.0002
H -2.863 3.397 0.800 0.02 -0.01 0.01 -0.0005
H -1.338 2.598 0.393 -0.02 0.00 0.02 -0.0018
H -3.063 1.991 2.826 -0.04 0.03 0.06 0.0003
H -0.500 0.625 1.899 0.02 -0.01 -0.02 -0.0212
H -1.504 0.118 3.260 0.01 0.03 0.00 -0.0006
H -0.673 1.685 3.312 -0.04 -0.04 -0.04 0.0006
H -4.866 0.823 2.595 0.01 -0.02 -0.01 0.0002
H -6.364 -0.735 1.368 0.00 0.02 -0.01 -0.0001
H -5.582 -1.696 -0.781 0.01 0.01 0.01 0.0002
H -4.200 -1.850 -2.441 -0.06 -0.02 -0.04 -0.0009
H -1.970 0.193 -2.802 -0.03 -0.01 -0.01 -0.0006
H -3.669 0.448 -3.218 0.01 -0.02 0.00 0.0001
H -2.723 -0.775 -4.087 -0.02 0.00 0.03 0.0004
H -1.269 -2.032 -1.629 0.01 0.00 -0.01 -0.0339
H -2.055 -2.928 -2.939 -0.02 0.02 0.04 0.0005
H -2.521 -3.226 -1.254 -0.01 0.02 -0.04 0.0002
C -2.274 -3.599 1.948 -0.14 0.03 0.01 0.0029
As -0.712 -2.578 1.337 0.14 0.04 -0.17 0.0075
C 0.157 -4.063 0.391 0.09 -0.01 -0.07 -0.0064
C 0.296 -2.746 3.013 0.11 0.01 0.04 0.0043
H -1.987 -4.590 2.309 0.01 0.04 -0.01 -0.0002
H -2.984 -3.699 1.124 0.03 0.00 0.04 -0.0001
H -2.768 -3.046 2.749 0.00 -0.02 -0.03 0.0002
H 0.448 -4.850 1.090 -0.03 0.00 -0.03 -0.0002
H 1.036 -3.699 -0.149 -0.05 -0.02 0.07 0.0071
H -0.547 -4.474 -0.336 0.03 0.03 0.01 -0.0006
H 0.278 -3.780 3.363 -0.01 0.01 0.02 0.0000
H -0.146 -2.098 3.769 0.00 0.00 0.00 -0.0004
H 1.330 -2.435 2.851 -0.08 0.01 -0.04 0.0000
O 1.614 -0.437 0.961 -0.06 -0.15 0.42 -0.0101
N 2.852 -0.106 1.087 -0.13 0.12 -0.25 -0.0114
C 3.160 0.985 1.814 0.29 0.22 0.28 0.0092
C 4.476 1.343 2.025 -0.31 0.10 0.06 -0.0061
C 5.491 0.591 1.462 0.22 0.08 0.06 0.0071
C 5.147 -0.492 0.680 -0.20 -0.25 -0.18 -0.0036
C 3.818 -0.830 0.492 0.33 -0.03 -0.19 0.0071
H 2.300 1.508 2.207 0.01 -0.01 0.00 0.0004
H 4.685 2.219 2.624 -0.01 -0.02 0.00 -0.0003
H 6.529 0.854 1.620 -0.03 0.01 -0.02 0.0007
H 5.900 -1.093 0.187 -0.04 0.00 -0.01 -0.0002
H 3.458 -1.623 -0.155 0.05 -0.11 0.07 0.0008
C 1.151 -2.671 -3.699 -0.05 -0.13 -0.20 -0.0017
S 2.307 -1.773 -2.702 -0.11 -0.18 -0.01 0.0094
O 2.804 -2.739 -1.724 0.08 0.09 0.01 -0.0003
O 3.310 -1.240 -3.599 0.01 0.05 0.05 0.0002
O 1.481 -0.716 -2.087 0.24 0.18 0.19 0.0029
H 1.721 -3.253 -4.424 -0.09 -0.02 0.06 -0.0001
H 0.505 -1.952 -4.203 0.05 -0.07 0.00 0.0000
H 0.564 -3.324 -3.052 0.01 0.09 -0.05 0.0012